*A*
Entry from OMol25: a cluster of 2 separate species, C6H13NS in total (ωB97M-V/def2-TZVPD).

## Properties
E_HOMO in eV: -8.401
Structure (SMILES): C=CN=C.CCSC
HOMO-LUMO gap in eV: 9.34

Geometry as ORCA input:
```
! wB97M-V def2-TZVPD RIJCOSX def2/J DEFGRID3
* xyz 0 1
C 1.1328 2.9074 -3.0754
C 0.7660 2.1097 -2.0769
N 1.6334 1.6866 -1.0625
C 2.5932 0.9261 -1.3653
H 2.1375 3.3006 -3.1424
H 0.4289 3.2257 -3.8269
H -0.2262 1.6813 -1.9860
H 3.2849 0.6112 -0.5940
H 2.7010 0.6001 -2.4019
C 0.0861 -1.1246 0.1419
C -1.0766 -1.0204 1.1133
S -0.6879 -1.8191 2.7349
C -2.4064 -1.9965 3.3417
H -0.2651 -0.8299 -0.8473
H 0.4471 -2.1517 0.0952
H 0.9011 -0.4734 0.4409
H -1.9633 -1.5324 0.7412
H -1.3334 0.0088 1.3576
H -2.8774 -1.0180 3.3766
H -2.9536 -2.6767 2.6943
H -2.3221 -2.4150 4.3410
*
```

*B*
Entry from OMol25: a cluster of 2 separate species, C6H13NS in total (ωB97M-V/def2-TZVPD).

## Properties
E_HOMO (spin up / spin down) in eV: -6.928 / -7.894
HOMO-LUMO gap (spin up / spin down) in eV: 6.88 / 8.74

Geometry as ORCA input:
```
! wB97M-V def2-TZVPD RIJCOSX def2/J DEFGRID3
* xyz 0 1
C 2.2203 0.0766 1.0617
C 0.9086 0.6683 1.4207
C 1.0971 0.2664 0.0270
C 1.3405 1.3391 -0.9470
C -2.8376 -1.0440 -1.1761
C 0.5063 -0.9328 -0.4335
N -2.0289 -0.3520 -0.1927
S -2.3546 -0.5771 1.4044
H 3.1344 0.6436 1.0517
H 2.4182 -0.9676 1.4477
H 0.3520 0.1174 2.1511
H 0.9380 1.8117 1.6301
H 1.7861 0.9432 -1.8267
H 1.8390 2.1540 -0.4250
H 0.4615 1.7326 -1.3641
H -2.6312 -2.1589 -1.2164
H -4.0137 -0.9627 -1.1034
H -2.5532 -0.4551 -2.0391
H 0.3791 -1.1492 -1.5760
H 0.4838 -1.6368 0.3092
H -1.4458 0.4833 1.7963
*
```

Stability verdict: *A*, ahead by 0.1445 hartree